Entry 1:
Molecular formula: C20H60N2O15
Method: DFT, ωB97M-V/def2-TZVPD

XYZ file:
```
97
Properties=species:S:1:pos:R:3:forces:R:3:mulliken_charge:R:1
O 7.0941 -3.9628 -12.1332 0.50 -0.02 0.39 -0.674
O 2.3702 -1.2683 -14.4103 0.32 0.89 1.79 -0.531
O 7.8132 -4.2899 -21.6574 -0.18 -0.88 -0.23 -0.318
O 7.0900 -2.2630 -17.1639 -1.25 -1.50 0.49 0.056
O 4.7318 -9.2916 -13.3939 -1.79 0.94 -0.58 -0.591
O 4.4226 -2.7659 -12.8008 0.12 -1.39 0.08 -0.495
O 11.9438 -2.3810 -12.8204 -1.59 -0.48 -0.02 -0.375
O 8.0464 -4.3926 -14.9619 -0.25 -0.85 0.24 -0.303
O 5.1361 -4.6308 -15.0390 -0.69 0.71 -0.05 1.001
O 2.6230 -5.1676 -16.9008 -0.26 -0.24 0.36 -0.421
O 8.9240 -9.8194 -13.8834 -1.05 0.49 -1.21 -0.552
O 5.9460 -8.9401 -17.4557 -0.24 0.38 0.45 -0.077
O 4.5991 -7.2321 -15.4866 -0.71 0.13 0.69 0.044
O 1.7999 -3.8876 -14.3741 -0.02 -0.15 0.63 -0.545
O 6.9515 -8.0656 -12.5668 0.27 0.26 -0.08 -0.604
N 6.1111 -5.9425 -19.6354 0.50 1.03 1.06 -0.391
N 9.3850 -1.6892 -15.3017 2.79 -2.66 -1.39 -0.235
C 7.9585 -1.1972 -17.1490 1.23 0.68 -2.33 -0.981
C 10.7305 -2.2294 -14.9187 -0.28 -0.52 1.63 -0.708
C 11.9576 -2.6751 -11.4351 0.93 0.18 0.25 -0.756
C 10.6646 -2.6638 -13.4292 0.55 1.60 -0.96 -0.395
C 0.8642 -4.1691 -15.3941 1.60 -0.72 -2.50 -0.523
C 5.7435 -8.1284 -18.6005 0.36 0.29 -0.43 -1.059
C 7.5694 -7.8396 -13.8398 -0.29 -1.47 0.32 -0.447
C 9.3902 -1.6550 -16.8154 -2.39 1.41 2.10 -0.583
C 2.8224 -0.9628 -13.0390 1.72 0.15 -1.89 -0.539
C 7.6744 -4.0691 -23.0832 -0.15 0.25 1.51 -0.750
C 5.7124 -1.8821 -17.0502 0.43 -0.27 0.02 -0.535
C 3.4392 -7.8381 -14.9310 -0.77 -0.80 -0.23 -0.127
C 4.3104 -1.3958 -12.8890 -0.99 0.96 0.79 -0.129
C 6.7869 -4.6141 -19.4674 0.83 -0.51 -1.25 0.052
C 6.8354 -3.7472 -20.7444 -0.54 -0.57 -0.83 -0.841
C 5.7221 -10.3040 -17.7008 0.02 -0.66 -0.33 -0.971
C 3.6131 -8.3463 -13.5190 1.68 -0.99 -0.07 -0.687
C 6.2317 -6.6918 -18.3655 -1.06 -0.28 -0.22 0.361
C 7.8051 -9.2005 -14.6036 0.18 1.69 1.00 -0.018
C 1.7194 -4.1105 -16.7383 -1.02 0.72 -0.29 -0.463
H 1.1344 -4.0829 -17.6576 -0.79 -0.58 0.25 0.432
H 3.0698 -8.6232 -15.5907 0.23 -0.25 -0.13 0.472
H 2.6000 -7.1442 -14.8835 0.19 0.58 -0.25 0.060
H 5.4692 -8.7164 -13.1766 0.72 -0.16 0.46 0.273
H 5.6790 -1.2794 -16.1427 -0.73 0.38 -0.26 0.314
H 9.5414 -2.6419 -17.2527 -0.02 -0.14 0.43 0.281
H 4.6773 -1.0349 -11.9282 0.04 0.35 0.06 0.387
H 2.1544 -2.2037 -14.4130 -0.09 -0.39 0.06 0.350
H 9.2154 -0.8452 -14.7735 -0.06 0.45 -0.69 0.226
H 5.9090 -10.9074 -16.8125 -0.01 0.39 0.19 0.274
H 4.9711 -5.5668 -14.9259 0.00 -0.65 -0.05 0.009
H 6.7304 -4.4109 -23.5075 -0.27 -0.14 0.29 0.305
H 2.7491 -8.8966 -13.1465 -0.26 0.40 -0.14 0.362
H 4.1448 -3.1318 -13.6438 0.19 -0.55 -0.36 0.121
H 7.8582 -4.7732 -19.3445 0.37 -0.20 0.72 0.254
H 4.9725 -1.0227 -13.6704 -0.25 0.42 -0.28 0.070
H 0.0144 -3.4869 -15.4206 0.08 0.06 0.18 0.358
H 5.1022 -7.9038 -15.9528 0.25 -0.39 -0.28 -0.177
H 2.8176 0.1232 -12.9458 -0.40 0.02 0.03 0.393
H 0.5646 -5.2152 -15.3306 -0.43 0.07 0.13 0.379
H 8.5141 -3.5761 -14.7868 0.12 1.04 -0.21 -0.044
H 6.2747 -8.5826 -19.4369 0.52 -0.01 -0.17 0.574
H 3.2898 -5.0870 -16.2148 0.51 0.05 0.12 0.022
H 7.7482 -2.9947 -23.2520 0.24 0.04 -0.42 0.297
H 7.1913 -6.6853 -17.8485 0.76 -0.17 -0.52 0.151
H 9.8879 -1.9874 -13.0724 -0.03 -0.11 0.96 0.322
H 5.3356 -1.4382 -17.9717 0.32 0.92 0.03 0.279
H 11.3337 -2.0796 -10.7686 -0.82 0.20 -0.54 0.311
H 8.4720 -4.6461 -23.5512 0.07 0.33 0.06 0.241
H 3.8232 -7.4494 -12.9364 -0.04 -0.13 0.58 0.283
H 11.7647 -3.7310 -11.2455 0.07 -0.09 0.03 0.300
H 11.0092 -3.1163 -15.4879 -0.37 0.14 -0.49 0.271
H 6.9569 -9.8830 -14.6576 -0.24 0.20 0.55 0.141
H 5.5977 -6.2087 -17.6220 -0.43 0.06 -0.13 -0.365
H 4.7156 -10.5297 -18.0531 -0.33 0.26 0.11 0.342
H 2.2607 -1.4327 -12.2317 -0.33 -0.09 -0.26 0.230
H 11.5711 -1.5401 -14.9975 -0.10 0.38 -0.20 0.474
H 7.1340 -2.7115 -20.5829 -0.23 0.11 0.54 0.366
H 5.0241 -2.7228 -16.9625 0.67 -0.54 0.51 -0.133
H 8.5495 -7.3904 -13.6794 0.07 0.11 -0.23 0.442
H 6.4173 -4.1014 -18.5793 -0.21 0.04 -0.31 0.021
H 8.9702 -10.7157 -14.2241 0.22 -0.17 0.14 0.327
H 6.0899 -4.5577 -15.0740 0.66 0.30 0.07 -0.242
H 5.8532 -3.7813 -21.2158 -0.21 0.20 -0.15 0.431
H 7.9500 -8.8773 -15.6344 0.97 -0.39 -0.27 0.224
H 10.3003 -3.6879 -13.3483 0.37 -0.20 0.39 0.324
H 12.9484 -2.3795 -11.0903 0.26 -0.49 -0.11 0.285
H 6.3840 -10.6836 -18.4792 0.30 0.10 -0.17 0.324
H 7.5551 -4.1536 -12.9501 0.01 -0.25 -0.20 0.275
H 8.2962 -4.6252 -15.8562 0.02 -0.03 -0.30 0.139
H 4.7147 -8.1203 -18.9605 -0.42 0.05 0.48 0.453
H 6.5668 -6.4503 -20.3800 0.26 -0.01 -0.10 0.321
H 1.7353 -4.5406 -13.6734 0.00 0.12 0.13 0.270
H 6.8968 -7.1240 -14.3126 0.23 -0.26 -0.46 0.024
H 6.3351 -3.4449 -12.4013 -0.67 0.15 -0.12 0.434
H 7.5371 -8.6364 -12.0640 0.04 -0.17 0.15 0.328
H 10.1451 -0.9935 -17.2405 0.02 0.23 0.07 0.502
H 7.5921 -0.3277 -16.6032 0.14 -0.13 0.75 0.481
H 2.2134 -3.1503 -16.8872 0.38 0.36 0.91 0.188
H 8.0116 -0.8273 -18.1729 -0.03 0.39 -0.52 0.356
```
Positions in Å, forces in eV/Å.

E_HOMO (Eh): -0.3324
SMILES: COCCNCCOC.COCCNCCOC.OCCO.OCCO.OCCO.OCCO.O.O.O
E_tot (Eh): -2035.93150
Gap between HOMO and LUMO (eV): 9.625
Energy relative to the best compared isomer or geometry (same formula, charge and spin) (kJ/mol): 5.5
2S+1: 1

Entry 2:
Molecular formula: C7H10CdF5N2O
Method: DFT, ωB97M-V/def2-TZVPD

XYZ file:
```
26
Properties=species:S:1:pos:R:3:forces:R:3:nbo_charge:R:1
Cd 0.3178 -0.5144 -1.6832 -0.14 -0.75 -1.11 0.470
F -1.6225 2.3119 4.2139 -0.05 0.11 0.02 -0.304
F 0.5171 -1.7387 1.1000 -0.53 1.17 0.55 -0.338
F -2.0299 2.3237 1.4892 -0.02 0.11 0.18 -0.313
F -0.1175 0.3366 5.3136 0.11 -0.03 0.44 -0.314
F 0.9387 -1.6581 3.7691 -0.32 0.58 -0.20 -0.321
O -0.9996 0.3356 -0.0804 -0.14 0.70 0.83 -0.903
N -1.1929 -2.0191 -1.4618 -1.51 -1.41 0.29 -1.241
N 0.2047 -0.0327 -4.1114 -0.12 0.35 -0.52 -1.279
C 0.2368 -0.6519 3.1820 -0.21 0.16 0.57 0.311
C -0.7457 0.3646 1.1915 0.10 -0.60 -0.28 0.261
C -0.3193 0.3581 3.9878 0.31 -0.56 -0.45 0.189
C 2.1725 1.0102 -1.3192 0.71 1.73 0.33 -1.034
C -1.2718 1.3693 2.0614 0.16 -0.44 -0.67 0.230
C 0.0258 -0.6604 1.8203 -0.05 -0.05 0.00 0.199
C -1.0849 1.3716 3.4291 0.43 -0.66 -0.47 0.268
H -0.8901 -2.6617 -0.7365 0.17 -0.29 0.01 0.395
H -1.4165 -2.5416 -2.3041 -0.06 -0.12 -0.01 0.374
H -0.7621 0.1744 -4.4033 0.19 -0.01 -0.06 0.352
H -2.0176 -1.5565 -1.0897 -0.36 0.15 -0.08 0.389
H 2.4516 1.1653 -0.2839 0.75 0.12 0.25 0.225
H 0.5272 -0.8497 -4.6525 -0.08 0.22 0.38 0.360
H 2.8160 1.4047 -2.0948 0.89 0.33 0.01 0.222
H 0.7968 0.7689 -4.3814 -0.20 -0.24 0.01 0.358
H 2.1813 -0.0645 -1.5271 0.17 0.41 0.12 0.207
H 1.2841 1.6546 -1.4288 -0.22 -0.96 -0.14 0.236
```
Positions in Å, forces in eV/Å.

E_HOMO (Eh): -0.0195
Charge: -1
E_tot (Eh): -1124.44280
Gap between HOMO and LUMO (eV): 3.631
Energy relative to the best compared isomer or geometry (same formula, charge and spin) (kJ/mol): 117.7
2S+1: 1

Entry 3:
Molecular formula: C9H13N3O
Method: DFT, ωB97M-V/def2-TZVPD

XYZ file:
```
26
Properties=species:S:1:pos:R:3:forces:R:3:nbo_charge:R:1
O 1.4520 -0.8879 -3.4643 -1.31 -2.48 1.01 -0.603
N 2.4134 -1.5248 -2.5478 0.79 0.73 -1.75 -0.339
N -1.1783 0.9272 1.5856 -0.05 -0.98 -0.30 -0.629
N -1.1764 2.7313 -0.0381 0.08 -0.65 0.41 -0.708
C 0.4930 -0.0224 0.1345 1.16 0.44 -0.90 -0.285
C -0.6693 -0.1723 0.8295 -1.12 0.29 0.95 0.159
C 0.4968 -2.3390 -0.4927 1.00 0.10 -1.10 -0.269
C -1.2725 -1.4224 0.8855 -0.20 0.11 0.47 -0.245
C 2.4003 -0.7776 -1.3204 -0.43 -0.83 0.76 -0.280
C -0.6444 -2.5004 0.2799 0.12 0.31 -0.16 -0.195
C -1.8990 3.1227 2.2133 -1.26 0.50 -1.23 -0.669
C 1.0659 -1.0419 -0.6045 0.45 -1.03 0.71 0.096
C -1.3767 2.2127 1.1154 -0.10 0.96 0.21 0.453
H -1.9887 4.1419 1.7599 -0.09 -0.92 0.57 0.247
H 0.7322 -1.6062 -3.3931 1.33 1.92 -0.54 0.473
H -2.9040 2.7507 2.5423 0.73 0.45 -0.19 0.212
H 3.2863 -1.1488 -0.7587 -0.65 0.10 0.02 0.211
H 2.5396 0.2840 -1.4547 -0.06 0.54 -0.15 0.188
H 1.0177 0.9196 0.1764 -0.06 0.27 -0.04 0.220
H 3.2988 -1.3142 -3.0444 -0.62 -0.38 0.49 0.346
H -2.1974 -1.5614 1.4616 0.43 0.03 -0.27 0.214
H -0.8482 2.0597 -0.7322 -0.02 -0.09 0.13 0.339
H -1.2511 3.1633 3.0618 0.50 -0.08 0.56 0.220
H 0.9714 -3.1967 -1.0635 -0.65 1.11 0.95 0.232
H -1.0576 -3.4672 0.4501 -0.25 -0.65 -0.17 0.215
H -1.7041 0.6701 2.4186 0.27 0.23 -0.42 0.397
```
Positions in Å, forces in eV/Å.

E_HOMO (Eh): -0.3161
SMILES: [H]/N=C(/C)Nc1cccc(CNO)c1
E_tot (Eh): -590.19101
Gap between HOMO and LUMO (eV): 9.391
Energy relative to the best compared isomer or geometry (same formula, charge and spin) (kJ/mol): 225.5
2S+1: 1

Entry 4:
Molecular formula: C5H7PS
Method: DFT, ωB97M-V/def2-TZVPD

XYZ file:
```
14
Properties=species:S:1:pos:R:3:forces:R:3:nbo_charge:R:1
S -0.7181 -4.2098 0.5214 -0.21 0.99 0.28 0.002
P -0.1684 1.1115 1.0793 -0.35 0.31 0.73 0.712
C 0.1134 0.3598 -0.3846 2.35 4.49 2.58 -0.672
C -0.3635 -0.6567 -1.1062 -2.93 -4.73 -3.66 -0.163
C -0.7108 -2.5601 0.4249 -0.58 -3.52 -2.68 -0.257
C -0.8674 -1.9204 -0.8315 1.25 1.81 0.11 -0.242
C 0.8711 2.7062 0.9752 -4.20 1.36 -1.61 -0.936
H -0.3833 -0.4078 -2.1958 0.08 -0.43 0.76 0.216
H -1.0991 -2.6187 -1.6032 -0.39 0.08 -0.80 0.224
H 1.8503 2.4936 1.1886 2.57 -0.25 0.15 0.228
H 0.7879 1.0110 -0.9319 0.10 -0.08 -0.47 0.231
H 0.4748 3.4650 1.7031 0.36 -1.01 -0.31 0.240
H -0.4240 -2.0083 1.2022 0.97 2.20 3.34 0.182
H 0.6371 3.2348 -0.0416 0.98 -1.20 1.58 0.236
```
Positions in Å, forces in eV/Å.

E_HOMO (spin up / spin down) (Eh): -0.3108 / -0.3108
SMILES: C/P=C/C=C\C=S
E_tot (Eh): -934.13890
Gap between HOMO and LUMO (spin up / spin down) (eV): 6.903 / 6.903
Energy relative to the best compared isomer or geometry (same formula, charge and spin) (kJ/mol): 263.4
2S+1: 1